(1)
DFT (ωB97M-V/def2-TZVPD) results for a structure of composition C9H22O10 in a non-equilibrium geometry.

ORCA input file:
```
! wB97M-V def2-TZVPD RIJCOSX def2/J DEFGRID3
* xyz 0 1
O 0.92087 -2.63784 0.73701
H 0.31338 -3.37642 0.69597
H 1.74331 -2.98405 0.39060
O 1.63319 -0.24269 2.79067
H 1.86512 0.62706 3.11619
H 1.17821 -0.07649 1.96508
O 0.67897 -0.50716 0.88516
H 0.45075 -0.37650 -0.03521
H 0.91801 -1.43215 0.94417
C 0.89894 2.65383 1.86675
C 1.07083 2.97222 0.34316
C 1.60200 1.83423 -0.53046
O 0.58584 1.52890 -1.47636
C -0.46926 2.34930 -1.23182
O -1.49677 2.30901 -1.91316
O -0.16845 3.20689 -0.22311
H 0.32252 3.44341 2.34882
H 1.93121 2.64482 2.21666
H 0.47595 1.66218 2.02739
H 1.63313 3.88700 0.15585
H 1.77851 0.91034 0.02032
H 2.54363 2.05185 -1.03452
C 0.49415 -1.97740 -2.61648
C -0.21464 -0.71238 -2.17540
C -1.52741 -0.44174 -2.92142
O -2.40113 -0.14351 -1.85544
C -1.87476 -0.38901 -0.64337
O -2.46686 -0.20248 0.41419
O -0.60592 -0.80434 -0.80888
H -0.14855 -2.85549 -2.67964
H 1.27734 -2.24634 -1.90768
H 0.87826 -1.75124 -3.61118
H 0.41869 0.17010 -2.26602
H -1.83464 -1.35345 -3.43376
H -1.44876 0.38419 -3.62836
C -1.64148 -1.36572 2.05363
O -2.04691 -1.72977 3.31124
H -2.29578 -1.59110 1.21150
H -1.41625 -0.30109 2.11642
H -0.65713 -1.75863 1.79913
H -2.89812 -1.37832 3.58236
*
```

The molar mass is 290.26 g/mol. The HOMO-LUMO gap comes out at 8.86 eV. The value obtained for the maximum force is 6.65 eV/Å.

(2)
DFT (ωB97M-V/def2-TZVPD) results for a cluster of 11 separate species, C69H138F2N6O15 in total in a non-equilibrium geometry.

ORCA input file:
```
! wB97M-V def2-TZVPD RIJCOSX def2/J DEFGRID3
* xyz 1 2
C -3.56123 6.07559 -3.16315
C -2.04219 6.14130 -3.32632
C -1.51034 7.36892 -2.45120
C 0.02206 7.30314 -2.17784
C 0.36927 5.93346 -1.61039
C -0.00683 4.69982 -2.49756
N -1.45138 4.83723 -2.84150
O -1.88985 3.76565 -3.60604
C 0.91396 4.73103 -3.68842
C 0.30469 3.33848 -1.71103
C -1.56156 6.44275 -4.78046
H -3.79050 5.77707 -2.14020
H -4.03857 5.32220 -3.78978
H -4.03062 7.03132 -3.39631
H -1.84225 8.28474 -2.94029
H -2.06607 7.35188 -1.51366
H 0.36041 8.06451 -1.47504
H 0.65302 7.49986 -3.04461
H 0.16899 5.83770 -0.54323
H 1.43930 6.13745 -1.57143
H 1.88804 4.29932 -3.45846
H 0.66722 4.10139 -4.54325
H 1.20012 5.71515 -4.05956
H -0.08536 3.29095 -0.69432
H 0.02185 2.41396 -2.21437
H 1.38531 3.25739 -1.59372
H -2.06273 7.30687 -5.21661
H -1.74815 5.64360 -5.49785
H -0.50633 6.70982 -4.83753
H -2.50686 3.31435 -3.02532
C 4.16075 3.10991 0.04706
C 5.16649 3.30907 -1.06550
C 6.54544 3.53286 -0.37764
C 7.31501 2.21393 -0.08102
C 7.39557 1.38041 -1.34626
C 5.98521 1.01657 -1.92086
N 5.18119 2.18147 -2.04245
O 3.90913 1.82610 -2.56623
C 6.34893 0.24535 -3.24007
C 5.35619 -0.09258 -1.05357
C 4.74221 4.57234 -1.93401
H 4.09349 3.91296 0.78102
H 4.35524 2.13050 0.48412
H 3.16535 3.12450 -0.39686
H 7.14085 4.19818 -1.00289
H 6.42129 4.05959 0.56853
H 6.82701 1.52954 0.61291
H 8.29758 2.36920 0.36458
H 7.98693 0.48310 -1.16395
H 8.03253 1.99142 -1.98585
H 6.78731 0.88647 -4.00484
H 6.94687 -0.64842 -3.06190
H 5.38067 -0.07557 -3.62425
H 5.86904 -1.04942 -0.95594
H 5.31855 0.27528 -0.02821
H 4.30583 -0.35765 -1.17438
H 5.46435 4.50746 -2.74789
H 4.82982 5.58668 -1.54471
H 3.75831 4.47562 -2.39303
H 3.55544 1.28294 -1.85807
C -7.32161 -1.80979 -2.98208
C -6.13918 -1.67538 -4.02751
C -6.54263 -0.85176 -5.29833
C -6.73991 0.60904 -4.98067
C -5.38748 1.21472 -4.54887
C -4.70938 0.32132 -3.41791
N -4.93627 -1.16447 -3.48965
O -4.46151 -1.96962 -2.39842
C -3.20773 0.50524 -3.62182
C -5.14178 0.93437 -2.05312
C -5.80238 -3.07361 -4.53214
H -8.23739 -2.03525 -3.52854
H -7.57409 -0.85471 -2.52146
H -7.20570 -2.66673 -2.31851
H -5.79929 -0.91955 -6.09265
H -7.38042 -1.36975 -5.76512
H -7.63948 0.81514 -4.40068
H -7.03604 1.17507 -5.86386
H -5.51470 2.24358 -4.21218
H -4.73519 1.38452 -5.40550
H -2.83751 1.52936 -3.66898
H -2.57560 -0.12409 -2.99536
H -2.88951 0.11741 -4.58951
H -6.19553 0.72951 -1.86407
H -4.51694 0.67780 -1.19764
H -5.27104 2.01370 -2.13328
H -4.89831 -3.17306 -5.13284
H -6.71994 -3.47850 -4.95906
H -5.52820 -3.73573 -3.71085
H -3.57024 -2.17910 -2.68710
C 4.39516 -2.03484 2.76988
C 5.09963 -3.38113 2.45191
C 5.19387 -4.19055 3.74224
C 3.94539 -4.87689 4.20650
C 3.30749 -5.75405 3.08329
C 3.11250 -4.93115 1.75213
N 4.36527 -4.13743 1.39956
O 4.29213 -3.36685 0.15470
C 2.95707 -5.98719 0.61869
C 1.83657 -4.13554 1.84871
C 6.55068 -3.16657 1.97183
H 5.03936 -1.41804 3.39650
H 3.44305 -2.15090 3.28768
H 4.12073 -1.51020 1.85470
H 5.95698 -4.96745 3.69519
H 5.56101 -3.51746 4.51701
H 3.35706 -4.06010 4.62459
H 4.22596 -5.55498 5.01247
H 2.31697 -6.13947 3.32499
H 3.83315 -6.68289 2.86192
H 2.17252 -6.71003 0.84247
H 2.62435 -5.45682 -0.27355
H 3.80094 -6.63474 0.38066
H 1.87191 -3.57089 2.78038
H 1.63152 -3.44539 1.03033
H 0.95150 -4.76897 1.90793
H 7.24265 -2.75014 2.70386
H 6.47069 -2.42594 1.17611
H 6.95078 -4.09613 1.56694
H 4.80536 -3.84871 -0.49800
C -4.11556 -3.62609 4.15179
C -4.23773 -3.61212 2.57770
C -2.73771 -3.51177 2.09398
C -2.59713 -3.77872 0.56656
C -3.21759 -5.14359 0.07474
C -4.60090 -5.36590 0.70089
N -4.75748 -4.89020 2.07908
O -5.97448 -5.18778 2.67318
C -5.58790 -4.74865 -0.27593
C -4.76879 -6.83801 0.78761
C -5.11669 -2.40871 2.14955
H -3.86810 -4.62425 4.51309
H -5.06103 -3.38202 4.63614
H -3.38442 -2.95270 4.59910
H -2.57176 -2.43566 2.14447
H -2.03986 -4.13810 2.64969
H -1.53096 -3.81488 0.34282
H -3.13096 -3.01142 0.00588
H -2.52442 -5.93095 0.37084
H -3.22728 -5.14253 -1.01522
H -5.56714 -5.21176 -1.26243
H -6.64204 -4.86366 -0.02363
H -5.49897 -3.68025 -0.47272
H -5.80020 -7.12892 0.98673
H -4.47832 -7.27943 -0.16575
H -4.09375 -7.29638 1.51034
H -5.03366 -2.02339 1.13331
H -4.94932 -1.56829 2.82316
H -6.18011 -2.59004 2.30569
H -5.77599 -6.00337 3.13903
C 2.09281 0.58280 5.14529
C 2.60672 1.87028 5.68791
C 3.79733 2.34233 4.83661
C 3.38945 2.85472 3.43788
C 2.42196 4.01955 3.54998
C 1.22499 3.64743 4.37482
N 1.65611 2.97323 5.61939
O 0.71415 3.01027 6.69199
C 0.59742 5.05132 4.68323
C 0.21267 2.76587 3.48838
C 3.05480 1.68760 7.18088
H 2.01132 0.48482 4.06276
H 1.12479 0.33641 5.58153
H 2.77628 -0.23383 5.37786
H 4.37915 3.12620 5.32152
H 4.49865 1.55502 4.56018
H 3.10718 2.01519 2.80256
H 4.29394 3.28105 3.00404
H 2.02671 4.20234 2.55074
H 2.92989 4.94585 3.81844
H -0.08513 4.93062 5.52445
H 1.32665 5.80746 4.97409
H 0.09725 5.52506 3.83854
H 0.48040 2.64834 2.43832
H 0.12008 1.75073 3.87438
H -0.79681 3.17396 3.53850
H 4.05769 1.26166 7.15108
H 2.44852 0.96006 7.72053
H 2.99892 2.60024 7.77423
H 1.24201 3.46317 7.35368
C -0.41170 -1.00194 0.11580
C 0.89297 -0.33038 -0.15487
O 1.13206 0.04863 -1.34389
C 1.82739 -0.11470 1.00036
H -0.93306 -0.79098 1.04949
H -0.15453 -2.05113 0.26127
H -1.09269 -1.08467 -0.73127
H 2.87540 -0.27215 0.74543
H 1.55880 -0.75492 1.84063
H 1.78224 0.87341 1.45828
C -0.30987 -4.43210 -2.95984
C -1.39655 -3.53952 -3.59050
O -2.06033 -2.68362 -2.94487
C -1.85044 -3.73896 -5.04214
H -0.62224 -4.69164 -1.94832
H 0.58332 -3.80941 -2.90915
H -0.16938 -5.39247 -3.45586
H -2.19323 -2.79022 -5.45506
H -2.65300 -4.47070 -5.13478
H -0.95868 -3.96959 -5.62495
C -0.90600 -0.90923 4.55235
C -0.25712 -2.18041 4.98971
O -0.09584 -3.15834 4.28001
C 0.13499 -2.20153 6.48841
H -1.04830 -0.32673 5.46260
H -1.88206 -1.10367 4.10784
H -0.21099 -0.42884 3.86365
H 0.26095 -1.24674 6.99892
H 1.11803 -2.67219 6.50309
H -0.56598 -2.91407 6.92318
C 1.67810 -0.09514 -4.63814
C 0.15117 -0.27894 -4.57243
O -0.03878 -1.40714 -5.37987
C 1.02579 -1.53531 -6.18407
O 1.06511 -2.40772 -7.03708
O 2.01421 -0.72773 -5.83137
F -0.34537 0.78626 -5.13860
H 2.17266 -0.61363 -3.81675
H 2.08707 0.91260 -4.71088
H -0.27352 -0.42864 -3.57980
C -2.75629 3.79929 1.18906
C -4.25462 3.47452 1.01898
O -4.31002 2.21603 1.66846
C -3.12139 1.56673 1.53386
O -2.86042 0.43774 1.90122
O -2.24493 2.47282 1.15947
F -4.61944 3.20487 -0.31528
H -2.59490 4.19302 2.19256
H -2.24324 4.35239 0.40232
H -4.91437 4.27359 1.35708
*
```

The molar mass is 1329.89 g/mol. The HOMO-LUMO gap (alpha / beta) comes out at 5.83 / 1.72 eV. The value obtained for the maximum force is 4.05 eV/Å.

(3)
DFT (ωB97M-V/def2-TZVPD) results for a structure of composition C14H10Cl5N4OPdS in a non-equilibrium geometry.

ORCA input file:
```
! wB97M-V def2-TZVPD RIJCOSX def2/J DEFGRID3
* xyz -1 1
Pd -0.99692 0.70529 2.67839
C 2.60062 -1.14624 0.97208
C 1.32797 -0.50118 1.15224
N 0.54151 -0.64369 2.19840
N 1.12581 -1.37637 3.16886
C 0.67743 -1.27712 4.43150
N 1.07914 -2.26971 5.29960
S -0.37862 0.04591 4.77481
C 0.73713 0.38059 0.18139
C 1.02938 0.48899 -1.22816
C 0.50243 1.34373 -2.28376
C -2.19010 0.89052 -2.97880
C -2.81205 -0.26184 -2.52929
N -0.32042 0.90045 0.79809
H 2.84400 -1.21647 -0.07128
H 2.63385 -2.25184 1.17975
H 3.34128 -0.63524 1.55217
H 2.05103 -1.76088 2.88721
H 1.23949 -3.23474 4.97737
H 0.81697 -2.11656 6.25681
H 1.51223 -0.43713 -1.65343
H 1.32291 1.79283 -2.85753
H -2.78040 1.75898 -2.98790
H -3.83370 -0.49623 -2.24883
Cl -0.72746 1.07061 -4.99051
C -0.70173 0.63766 -3.20708
C -0.60337 -0.84979 -2.88011
Cl 0.57515 -1.91249 -3.48458
C -1.87733 -1.35327 -2.41171
Cl -2.30538 -2.92714 -2.05173
C -1.32650 1.76863 0.38138
O -2.36045 1.89023 1.01521
C -0.99933 2.68422 -0.78710
Cl -2.37681 3.59004 -1.21885
C -0.00804 2.61760 -1.66587
Cl 0.64025 4.10166 -2.36873
*
```

The molar mass is 566.01 g/mol. The HOMO-LUMO gap (alpha / beta) comes out at 4.37 / 4.37 eV. The value obtained for the maximum force is 5.96 eV/Å.

| no. | energy (eV) |
| --- | --- |
| 1 | -30158.5185 |
| 2 | -118860.7815 |
| 3 | -99609.7121 |